Record 1
The following is a quantum chemistry calculation of 5 unconnected molecules or ions with the total composition C2H14O4S2, from the OMol25 dataset.

Geometry as XYZ:
```
22
Properties=species:S:1:pos:R:3:forces:R:3:lowdin_charge:R:1
C 0.5810 2.5616 -4.0697 0.340 -0.093 0.178 -0.198
C 0.4825 1.0545 -3.8952 1.232 -0.222 2.418 -0.499
S -0.7680 0.8413 -2.4665 -2.313 0.826 -0.757 0.367
S -1.0065 -0.1132 -0.5838 0.997 -0.364 -0.532 0.257
H 1.4181 2.9761 -3.5022 -0.121 -0.229 0.182 0.075
H -0.3221 3.0205 -3.6635 -0.037 0.287 -0.611 0.041
H 0.8071 2.8075 -5.1073 -0.492 0.104 -0.105 0.075
H 1.4159 0.6638 -3.4901 0.107 -0.297 -0.733 0.063
H 0.0751 0.4952 -4.7242 -0.034 -0.147 0.023 0.052
H -1.3696 1.0258 0.0259 0.291 0.102 -0.081 -0.213
O 0.5892 2.1986 6.8020 0.186 -0.422 -0.731 -0.076
H 0.8326 1.3307 7.1414 -0.044 0.045 0.328 0.026
H 0.6732 2.0212 5.8472 -0.175 0.298 0.373 0.021
O 3.3626 -3.9713 4.6348 -0.150 -0.493 -0.057 -0.057
H 3.4316 -3.4810 5.4554 0.081 0.255 -0.070 0.029
H 3.6493 -3.4057 3.9162 0.065 0.238 0.124 0.028
O -2.5079 -2.3761 -4.3922 -0.136 -0.156 0.253 -0.063
H -2.1406 -1.7767 -5.0426 0.039 0.187 -0.038 0.020
H -2.7229 -1.8315 -3.6242 0.123 0.008 -0.184 0.024
O 0.0815 -0.1770 4.6429 -0.067 0.133 -0.031 -0.048
H 0.1633 -0.1924 3.6869 0.231 -0.056 -0.193 0.033
H -0.8701 -0.1388 4.7697 -0.122 -0.003 0.247 0.042
```
Forces are in eV/Å.

Calculated values
strongest force on any atom = 2.72 eV/Å
ΔE to the lowest compared entry with this formula, charge and spin = 2.119 eV
multiplicity = 1
SMILES string = CCSS.O.O.O.O
highest occupied orbital energy = -8.8 eV

Record 2
The following is a quantum chemistry calculation of 5 unconnected molecules or ions with the total composition C2H14O4S2, from the OMol25 dataset.

Geometry as XYZ:
```
22
Properties=species:S:1:pos:R:3:forces:R:3:lowdin_charge:R:1
C 0.6180 1.9031 -4.0988 -0.326 0.108 -0.022 -0.178
C 0.0553 2.5268 -2.8157 -0.113 -0.240 -0.688 -0.610
S 0.1179 1.3862 -1.3967 0.230 -0.064 0.211 0.400
S -0.9799 -0.3665 -1.7617 0.028 0.814 -0.625 0.311
H 0.2743 2.4517 -4.9775 0.057 0.130 0.033 0.070
H 0.2397 0.8880 -4.2215 0.096 -0.027 -0.019 0.031
H 1.7051 1.8824 -4.1192 0.027 -0.096 0.150 0.071
H -0.9205 2.9715 -3.0172 -0.223 -0.375 0.275 0.067
H 0.6772 3.3689 -2.5086 0.134 -0.131 0.267 0.061
H -0.5040 -0.6624 -2.9938 0.124 -0.113 0.458 -0.210
O 0.3557 0.5510 6.2138 -0.680 0.728 -1.311 -0.043
H -0.0194 1.3425 5.7781 0.467 -0.502 -0.095 0.042
H 0.4588 0.9088 7.0788 0.312 -0.006 1.408 0.023
O 4.1087 -3.9397 4.7592 0.113 0.211 0.626 -0.050
H 4.8718 -3.3767 4.6110 0.058 0.064 0.003 0.031
H 3.9097 -4.3124 3.9099 -0.171 -0.277 -0.628 0.019
O -1.7416 -2.8303 -3.5122 0.008 -0.710 0.003 -0.088
H -1.9660 -3.7572 -3.6784 0.281 0.091 0.308 0.047
H -2.2913 -2.3964 -4.1566 -0.325 0.611 -0.347 0.027
O -1.8649 0.9109 3.9898 -0.221 0.773 0.134 -0.057
H -1.9715 0.2410 3.3092 0.382 -0.229 0.401 0.039
H -1.3085 0.6165 4.7209 -0.259 -0.759 -0.541 -0.004
```
Forces are in eV/Å.

Calculated values
strongest force on any atom = 1.65 eV/Å
ΔE to the lowest compared entry with this formula, charge and spin = 1.020 eV
multiplicity = 1
SMILES string = CCSS.O.O.O.O
highest occupied orbital energy = -8.3 eV

Record 3
The following is a quantum chemistry calculation of 5 unconnected molecules or ions with the total composition C2H14O5, from the OMol25 dataset.

Geometry as XYZ:
```
21
Properties=species:S:1:pos:R:3:forces:R:3:lowdin_charge:R:1
C 1.9753 0.3001 1.9517 -0.635 -1.202 0.074 -0.074
C 3.1133 -0.5334 1.3869 0.211 -0.876 -0.218 -0.348
O 4.3450 -0.1231 1.8798 1.774 2.048 0.420 -0.089
H 1.7756 1.3297 1.6550 1.071 0.116 -0.103 0.073
H 2.0077 0.1929 3.0359 -0.118 0.341 0.028 0.075
H 1.0593 -0.1760 1.6018 -0.174 -0.346 0.175 0.063
H 3.1091 -0.6136 0.2999 -0.145 0.411 -0.265 0.107
H 3.1844 -1.5598 1.7469 -1.883 -0.489 -0.060 0.110
H 5.0391 -0.7301 1.6126 -0.119 -0.006 -0.067 0.083
O -3.7413 0.4927 0.5397 0.277 -0.128 -0.133 -0.046
H -4.2862 0.5528 1.3244 -0.090 -0.043 0.244 0.035
H -4.1368 1.1108 -0.0749 -0.110 0.145 -0.176 0.032
O -1.3530 -3.7156 -0.1664 -0.025 -0.244 -0.026 -0.049
H -1.6809 -3.6531 0.7307 -0.075 -0.040 0.217 0.027
H -1.2370 -2.8068 -0.4434 0.167 0.312 -0.266 -0.003
O -1.7909 3.3508 -4.5325 0.146 -0.166 -0.063 -0.053
H -1.7718 4.3036 -4.4439 0.054 0.258 -0.013 0.029
H -2.5590 3.0784 -4.0305 -0.204 -0.098 0.081 0.024
O -0.7955 -0.5882 -1.3545 0.107 -0.294 0.089 -0.042
H -1.5513 -0.3921 -0.8009 -0.333 0.156 0.261 0.011
H -0.7052 0.1801 -1.9183 0.102 0.146 -0.202 0.035
```
Forces are in eV/Å.

Calculated values
strongest force on any atom = 2.74 eV/Å
ΔE to the lowest compared entry with this formula, charge and spin = 1.492 eV
multiplicity = 1
SMILES string = CCO.O.O.O.O
highest occupied orbital energy = -9.8 eV